Record 1
Density functional theory data (ωB97M-V/def2-TZVPD) for a structure of composition C2H3BrClFIN.

Calculated values
* HOMO energy: -9.78 eV
* E: -3564.4218 a.u.
* gap between HOMO and LUMO: 0.340 Eh
* relative energy (zero: lowest compared OMol25 entry of this formula, charge and spin): 209.71 kJ/mol

Structure (XYZ):
```
10
Properties=species:S:1:pos:R:3:forces:R:3:mulliken_charge:R:1
I -2.4949 -1.9790 0.3346 0.55 0.77 0.10 0.10
Br -1.7648 1.3049 0.0283 -0.90 1.96 -0.59 0.05
Cl 1.6684 1.6134 0.2930 -0.83 0.65 0.45 -0.21
F -0.8914 -0.2384 2.0031 0.08 0.31 -0.52 -0.15
N 0.5034 -0.8138 -0.2252 -4.12 0.58 1.03 -0.42
C 0.9577 0.3102 -0.8383 1.87 1.40 -1.63 -0.48
C -1.1950 -0.2479 0.6960 2.72 -4.14 -0.59 0.16
H 1.9562 0.2852 -1.2912 -0.53 -1.40 -0.63 0.25
H 1.0005 -0.8856 0.6126 1.02 -0.76 1.82 0.28
H 0.2600 0.6511 -1.6131 0.13 0.64 0.56 0.42
```
Forces are in eV/Å.

---

Record 2
Density functional theory data (ωB97M-V/def2-TZVPD) for a structure of composition C2H28O12.

Calculated values
* HOMO energy: -6.48 eV
* E: -994.9141 a.u.
* gap between HOMO and LUMO: 0.203 Eh
* relative energy (zero: lowest compared OMol25 entry of this formula, charge and spin): 2534.72 kJ/mol

Structure (XYZ):
```
42
Properties=species:S:1:pos:R:3:forces:R:3:mulliken_charge:R:1
O 1.3705 -2.0449 -1.5816 2.31 -2.97 -8.11 -0.64
O 2.8734 0.9329 -0.9240 4.05 0.92 2.39 -0.74
O -2.8045 1.5058 1.9950 0.04 8.55 8.22 -1.03
O 1.7604 1.5889 -2.6498 -2.42 1.79 -4.81 -0.77
O -2.9157 -1.8746 0.0894 -0.66 -4.84 -1.08 -0.61
O 0.3156 -2.2803 0.2427 0.00 -7.76 -1.40 -0.73
O -3.1390 0.2320 0.6963 -8.67 -11.10 -10.57 -0.64
O 0.7512 2.4131 -0.3809 0.40 6.40 -1.50 -0.43
O -0.4110 -1.0485 1.6694 -3.39 1.34 7.26 -0.95
O 2.1714 -0.9116 0.1075 4.97 -1.68 4.79 -0.78
O -0.5589 1.6742 2.2532 2.72 2.23 2.29 -0.65
O 0.5328 0.6579 0.6715 4.21 -1.39 -0.42 -1.09
C -1.3125 0.0051 -0.5546 2.65 -0.68 -1.67 -1.32
C 0.2132 0.1407 -0.5436 -3.23 0.23 -4.02 -0.17
H -2.9593 0.9641 1.2211 1.38 6.00 4.54 0.51
H -1.6629 -0.1675 -1.5723 -0.15 -0.02 -0.04 0.30
H -1.8348 0.8506 -0.1069 1.69 0.28 -1.07 0.87
H -1.5220 -0.8608 0.0734 1.28 1.68 -1.53 0.07
H 0.9595 1.4702 0.3894 -0.27 -0.63 1.28 0.71
H 3.0210 -1.3521 0.1287 0.66 -0.32 0.05 0.45
H -3.5181 -2.6168 0.1399 -0.57 -0.14 0.09 0.33
H -3.7341 0.5195 0.0039 -0.59 -0.09 -0.40 0.23
H 2.1863 1.2517 -1.8618 0.21 0.52 -0.41 0.45
H -1.8519 1.5292 2.0850 -1.99 0.58 1.59 0.63
H 0.6642 2.8894 -1.2066 -0.39 0.22 0.03 0.32
H 1.5353 2.7807 0.0268 0.45 1.26 0.12 0.39
H -2.1950 -2.1103 0.6735 0.66 -0.63 0.60 0.35
H -0.1373 -0.3074 1.1289 -0.68 -1.31 2.06 0.28
H -0.1459 -1.8207 1.1697 -1.33 1.05 1.46 0.52
H 0.9314 -2.7717 0.7863 0.23 -0.79 -0.13 0.31
H -0.7100 1.3008 1.3849 0.59 0.39 0.24 0.21
H 0.4588 0.8951 -1.2910 -0.13 -1.39 -0.18 1.28
H 2.0020 -0.6731 1.0189 -0.83 0.43 0.80 0.32
H 0.0102 1.0411 2.6910 -0.16 -0.34 0.19 0.37
H 2.2465 -2.0676 -1.9668 0.19 -0.21 -0.42 0.35
H 1.4379 -1.4091 -0.8693 4.63 1.29 -1.89 -0.44
H 1.4917 2.4774 -2.4159 0.43 -0.01 -0.97 0.23
H 0.8192 -2.0431 -0.5360 -3.09 -4.55 1.80 0.63
H 2.2570 0.2868 -0.5791 0.22 -0.09 0.49 0.68
H -2.9135 -0.6679 0.4607 -1.00 -0.03 0.39 0.39
H 3.5836 0.4114 -1.2979 0.47 0.13 -0.10 0.39
H 0.7331 -0.7904 -0.7691 -4.92 5.69 0.05 -0.59
```
Forces are in eV/Å.

---

Record 3
Density functional theory data (ωB97M-V/def2-TZVPD) for an isolated molecule of C14H20N6O2S2.

Calculated values
* SMILES: CC(C)C(=O)Nc1nnc(CCc2nnc(NC(=O)C(C)C)s2)s1
* HOMO energy: -9.10 eV
* E: -1820.8968 a.u.
* gap between HOMO and LUMO: 0.348 Eh
* relative energy (zero: lowest compared OMol25 entry of this formula, charge and spin): 0.00 kJ/mol

Structure (XYZ):
```
44
Properties=species:S:1:pos:R:3:forces:R:3:mulliken_charge:R:1
S -0.8929 2.4514 1.7277 0.47 0.25 -0.88 -0.20
S -2.1084 0.3200 -0.6906 -0.99 0.15 0.35 0.05
O 3.6277 0.6117 1.6021 0.22 -0.14 0.08 -0.63
O -0.3031 -1.4745 -0.4417 0.34 -0.08 -0.20 -0.66
N -0.6421 3.2894 -0.6686 -1.34 0.70 -0.66 -0.88
N 1.6511 1.5979 1.3695 0.17 -0.30 0.80 -0.03
N -2.1761 -2.0357 0.6660 -0.08 -0.27 0.14 -0.06
N 0.5313 2.7459 -0.3852 1.52 -0.61 0.06 0.11
N -4.3399 0.6964 0.5063 -0.84 1.33 -0.13 -0.54
N -3.9501 -0.5138 0.8911 0.39 -1.58 0.63 -0.55
C 0.6018 2.2417 0.7978 -1.32 0.36 0.38 0.52
C -0.3289 -3.6110 0.6907 0.30 -0.05 -0.21 0.46
C -2.8146 -0.8591 0.3809 0.31 0.94 -0.68 0.30
C -3.6827 2.6771 -0.7864 -0.01 0.25 0.14 -0.70
C 2.5197 0.1793 -1.3598 -0.11 0.22 0.09 -1.00
C -3.5311 1.2836 -0.2996 0.72 -0.54 -0.51 0.55
C 3.1074 1.3894 -0.6222 0.44 -0.07 -0.23 0.87
C 2.8685 1.1689 0.8475 -0.08 0.21 -0.20 0.12
C 4.6043 1.5172 -0.8931 -0.19 -0.02 0.18 -1.69
C -1.5092 3.2355 0.2701 0.24 -0.16 1.01 0.19
C -2.9263 3.6550 0.1416 -0.27 0.04 -0.25 -0.49
C -0.8494 -4.6819 -0.2750 -0.03 0.05 0.16 -1.38
C 1.1960 -3.5612 0.6833 -0.23 0.07 0.08 -1.47
C -0.8907 -2.2763 0.2484 -0.22 -0.47 0.52 0.50
H 1.4597 0.0654 -1.1505 -0.10 -0.07 -0.04 0.03
H -4.7404 2.9400 -0.7955 0.01 -0.05 -0.08 0.37
H -1.9368 -4.7209 -0.2733 -0.09 -0.07 -0.05 0.36
H 3.0342 -0.7289 -1.0530 0.05 -0.11 0.03 0.29
H -2.9711 4.6551 -0.2921 0.01 0.02 0.11 0.33
H 1.5511 -3.2898 -0.3074 0.06 0.01 -0.06 0.25
H -3.3982 3.6640 1.1243 -0.05 0.07 -0.05 0.35
H -2.6670 -2.6769 1.2727 0.11 0.03 -0.03 0.29
H -3.2705 2.7583 -1.7926 -0.08 0.08 -0.01 0.34
H 2.6471 0.3088 -2.4311 0.01 0.00 -0.12 0.41
H 4.7836 1.5894 -1.9624 0.01 0.02 -0.11 0.42
H 5.0060 2.4051 -0.4106 0.12 0.07 0.02 0.40
H -0.5120 -4.4651 -1.2859 0.03 0.01 -0.11 0.33
H 1.5594 -2.8179 1.3888 0.11 0.06 0.03 0.37
H 1.5309 1.3478 2.3453 0.16 0.00 -0.23 0.24
H -0.6889 -3.8320 1.7014 -0.02 0.05 -0.06 0.30
H -0.4675 -5.6575 0.0149 0.01 -0.09 0.00 0.42
H 5.1297 0.6490 -0.5030 0.09 -0.04 0.00 0.33
H 1.6061 -4.5305 0.9539 0.04 -0.09 0.03 0.44
H 2.5823 2.2897 -0.9445 0.11 -0.18 0.06 0.37
```
Forces are in eV/Å.

---

Record 4
Density functional theory data (ωB97M-V/def2-TZVPD) for a cluster of 2 separate species, CH4IPS in total.

Calculated values
* HOMO energy (spin up / spin down): -9.25 / -8.51 eV
* E: -1077.6423 a.u.
* gap between HOMO and LUMO (spin up / spin down): 0.284 / 0.251 Eh
* relative energy (zero: lowest compared OMol25 entry of this formula, charge and spin): 298.68 kJ/mol

Structure (XYZ):
```
8
Properties=species:S:1:pos:R:3:forces:R:3:mulliken_charge:R:1
I 0.2141 -2.7375 -2.6353 0.00 0.03 -0.04 0.03
S 0.9877 0.2842 0.5813 -1.36 0.05 -0.40 -0.14
P -0.6575 -2.3643 -0.4298 1.01 0.32 0.61 -0.07
C -0.2269 1.6961 0.5128 5.59 0.35 1.62 -0.78
H -0.9462 1.6179 1.2400 -2.19 -0.30 1.01 0.32
H 0.4607 -3.0247 0.2280 -0.62 0.34 -0.31 0.09
H -0.3537 2.0355 -0.4543 -1.11 0.34 -1.84 0.32
H 0.5218 2.4928 0.9575 -1.32 -1.13 -0.67 0.23
```
Forces are in eV/Å.

---

Record 5
Density functional theory data (ωB97M-V/def2-TZVPD) for a structure of composition C43H27F3LaN8O5S.

Calculated values
* HOMO energy (spin up / spin down): -5.04 / -5.04 eV
* total charge: -1
* E: -3198.6618 a.u.
* gap between HOMO and LUMO (spin up / spin down): 0.215 / 0.215 Eh
* relative energy (zero: lowest compared OMol25 entry of this formula, charge and spin): 40.49 kJ/mol

Structure (XYZ):
```
88
Properties=species:S:1:pos:R:3:forces:R:3:mulliken_charge:R:1
La -0.1633 0.4324 -0.4951 0.05 -1.35 -0.88 2.43
S 1.3875 3.1621 -0.8928 0.19 -0.09 -0.33 1.07
F -0.4354 5.0389 -0.8010 -0.11 0.09 0.02 -0.27
F 0.3813 4.4840 1.1278 -0.03 0.17 0.11 -0.25
F -1.0447 3.1864 0.1362 0.19 0.03 0.05 -0.16
O 0.6654 2.2955 -1.8556 0.50 0.86 -0.05 -0.85
O 3.6351 -1.9208 -6.6461 0.10 -0.03 0.23 -0.74
O 5.4173 -1.6957 -5.2525 -0.23 -0.15 -0.07 -0.73
O 2.1718 4.2064 -1.4679 0.08 -0.12 0.09 -0.70
O 1.9417 2.3391 0.1664 -0.10 0.10 -0.21 -0.64
N -2.0611 1.8418 -2.1335 0.24 0.01 0.05 0.72
N 2.8020 2.5121 9.2329 0.01 0.00 0.01 -0.53
N 1.5737 -0.5477 -2.3384 -0.16 -0.07 0.00 0.79
N 2.4331 -0.5299 0.2411 -0.05 0.11 0.11 0.49
N -1.2876 -1.7572 0.6945 0.28 -0.12 -0.30 0.72
N -3.6554 1.1983 -0.4605 -0.33 0.70 -0.66 -1.55
N -1.1097 -0.9991 -2.7118 -0.13 0.09 -0.11 -0.12
N -2.7801 0.4146 -0.0170 0.06 -0.37 0.46 2.08
C -0.3717 -0.6090 -3.7615 0.34 -0.23 0.17 0.81
C -3.0533 -0.2011 1.1768 -0.05 -0.25 0.08 0.12
C -1.1405 -5.4694 0.9120 0.00 0.06 0.00 -0.64
C 3.7469 -1.1010 -3.1397 0.13 0.04 0.02 -1.13
C -3.3047 1.8552 -1.6641 -0.26 -0.19 0.34 -0.29
C -0.1288 0.9508 1.8990 0.10 0.27 1.36 -0.18
C 1.9336 2.2515 4.4799 0.04 0.03 0.02 -0.24
C 2.4628 2.5084 5.7321 0.04 0.04 -0.11 -0.79
C 0.5735 -3.3178 0.6412 0.11 -0.11 0.00 -0.54
C 4.2094 -1.6831 -5.5641 0.40 0.18 -0.51 0.48
C 2.8783 -0.7316 -2.1264 0.04 0.15 0.29 1.19
C 1.0770 -4.6121 0.6556 -0.06 0.06 -0.01 -0.80
C 0.6210 1.3317 6.7478 -0.14 -0.07 -0.03 -0.66
C 2.3644 2.3078 8.1893 -0.23 -0.10 -0.54 -0.02
C -1.8042 2.5242 -3.2544 0.04 -0.13 0.06 -0.67
C 0.0951 1.0739 5.4943 -0.01 -0.02 0.10 -0.52
C 3.3569 -0.5204 -0.7265 -0.16 -0.05 -0.17 0.02
C -2.4317 -1.0928 -2.8668 0.11 -0.05 0.09 -0.21
C 1.8088 2.0466 6.8713 0.22 0.10 0.50 0.63
C 5.1042 -0.1531 0.8594 0.07 0.00 0.00 -0.66
C -4.1050 0.2444 2.0249 0.24 0.04 -0.31 -0.86
C -2.7681 3.2208 -3.9602 0.04 -0.03 0.02 -1.25
C -2.5759 -1.9763 2.7751 0.20 0.02 -0.33 -0.70
C -4.3377 2.5286 -2.3057 -0.21 0.10 -0.07 -0.58
C -3.5663 -1.5041 3.5684 -0.29 0.25 0.08 -0.70
C 1.9234 -1.0351 -4.6505 0.03 -0.01 -0.11 -1.06
C 0.2318 1.2296 3.0335 -0.02 0.02 0.18 -0.02
C 4.7023 -0.3165 -0.4534 0.11 0.01 0.02 -1.21
C 2.8343 -0.3871 1.5081 -0.08 -0.06 -0.12 -0.47
C 0.2264 -5.6996 0.8006 -0.04 0.05 0.00 -0.57
C -2.2522 -1.3534 1.5091 -0.25 0.11 0.25 0.43
C -2.3175 -0.2966 -5.1019 0.01 0.04 -0.07 -0.63
C 3.2756 -1.2498 -4.4304 -0.28 -0.05 0.25 -0.74
C -4.0657 3.2146 -3.4720 -0.14 0.01 0.03 -0.39
C -0.7920 -3.0741 0.7820 -0.15 0.36 -0.03 -0.61
C 4.1563 -0.2055 1.8665 0.02 0.00 0.03 -0.99
C -4.3649 -0.3777 3.1980 0.10 -0.34 0.27 -0.83
C -3.0799 -0.7681 -4.0452 -0.03 0.00 0.00 -0.94
C -1.6452 -4.1772 0.8967 -0.03 -0.15 -0.01 -0.25
C 0.0016 4.0270 -0.0538 -0.14 0.06 -0.08 0.78
C 1.1107 -0.7017 -3.5851 -0.30 0.04 0.07 0.78
C -0.9412 -0.2220 -4.9659 -0.12 -0.06 -0.09 -0.93
C 0.7448 1.5241 4.3408 -0.06 -0.03 -0.23 -0.28
H 1.2438 -2.4792 0.5178 0.01 0.00 0.01 0.78
H -0.7745 2.5187 -3.5844 0.00 -0.01 0.02 0.68
H -2.9824 -1.4354 -1.9980 0.01 0.02 0.02 0.42
H -0.3118 0.1239 -5.7746 -0.03 -0.01 0.01 0.50
H 6.1490 0.0128 1.0902 -0.01 0.01 0.00 0.43
H 4.4213 -0.0912 2.9093 0.00 -0.01 -0.03 0.49
H -2.4969 3.7605 -4.8568 0.00 -0.01 0.00 0.49
H -4.6625 1.1173 1.7169 0.01 0.01 -0.01 0.43
H -3.7428 -1.9828 4.5258 -0.01 0.01 -0.02 0.39
H 2.0514 -0.4089 2.2530 -0.04 0.02 0.02 0.60
H 3.3823 3.0691 5.8354 0.00 0.00 -0.02 0.43
H -0.8255 0.5150 5.3884 0.01 0.00 0.01 0.60
H 0.1151 0.9802 7.6378 0.00 -0.01 -0.02 0.44
H 1.5427 -1.1889 -5.6515 0.01 -0.02 0.01 0.64
H 0.6191 -6.7084 0.8122 -0.02 0.01 -0.01 0.37
H -4.8538 3.7488 -3.9887 0.01 -0.01 0.01 0.40
H -1.9702 -2.8112 3.1001 -0.01 0.00 -0.01 0.48
H -1.8252 -6.3052 0.9992 0.01 0.01 0.00 0.36
H -4.1556 -0.8598 -4.1168 0.03 0.00 0.00 0.46
H 5.4180 -0.2683 -1.2608 0.01 -0.01 0.02 0.49
H 2.4264 2.6120 3.5855 0.02 -0.01 0.02 0.62
H -2.7149 -4.0111 0.9578 0.03 -0.02 0.01 0.50
H 2.1445 -4.7675 0.5464 -0.03 0.01 0.01 0.45
H -5.1424 -0.0154 3.8576 0.03 -0.02 0.02 0.40
H 4.7963 -1.2951 -2.9704 0.00 0.00 -0.02 0.59
H -5.3251 2.4961 -1.8654 0.02 0.03 -0.02 0.53
H -2.7908 0.0098 -6.0273 0.02 -0.02 0.02 0.41
```
Forces are in eV/Å.

---

Record 6
Density functional theory data (ωB97M-V/def2-TZVPD) for a cluster of 2 separate species, C4H6ClNS in total.

Calculated values
* HOMO energy: -7.99 eV
* E: -1069.0926 a.u.
* gap between HOMO and LUMO: 0.258 Eh
* relative energy (zero: lowest compared OMol25 entry of this formula, charge and spin): 120.76 kJ/mol

Structure (XYZ):
```
13
Properties=species:S:1:pos:R:3:forces:R:3:mulliken_charge:R:1
Cl -1.7463 -0.7057 -1.8964 -0.20 0.15 -0.37 -0.71
S -1.0642 -1.7816 0.8980 1.58 0.30 -0.18 0.13
N -1.0266 -0.0982 0.7874 0.47 -0.20 -1.04 -0.30
C 0.6093 -1.8775 0.4987 -2.20 1.23 -0.10 -0.15
C 0.2099 1.7465 -0.2244 -0.65 0.54 -0.97 -1.05
C 0.1211 0.3329 0.1344 -2.06 0.35 1.58 0.66
C 1.0686 -0.6394 0.0928 0.79 -2.55 0.54 -0.56
H -0.4217 1.8679 -1.1799 1.59 -0.25 0.68 0.26
H 2.1024 -0.7297 -0.1548 0.47 1.32 -0.62 0.34
H 1.2122 -2.7487 0.3766 -0.17 -0.70 0.43 0.39
H -0.4570 2.3167 0.4598 1.17 -0.02 0.03 0.32
H 1.3216 1.9923 -0.2485 -1.83 0.43 -0.25 0.31
H -1.9293 0.3248 0.4563 1.05 -0.60 0.27 0.35
```
Forces are in eV/Å.

---

- Which of these has the lowest E?
  C2H3BrClFIN